# H12Na5O10S

H12Na5O10S as an isolated structure (the ωB97M-V functional and the def2-TZVPD basis, OMol25).

Computed properties:
energy above the lowest of the compared OMol25 structures with the same formula, charge and spin: 77.4 kJ/mol
multiplicity: 1
charge: +3
calculated total energy: -53564.81512 eV

Structure (XYZ):
```
28
Properties=species:S:1:pos:R:3:forces:R:3:lowdin_charge:R:1
Na 1.2028 2.9454 2.9301 -1.0513 0.4242 0.0344 0.87
Na 3.5716 2.6130 0.3326 0.2246 -0.1401 -0.3703 0.86
Na 1.4998 -0.0255 3.4096 -0.6429 -1.2740 -0.0613 0.82
Na 2.8317 0.3281 -2.2480 -0.1763 -0.8185 -0.1396 0.81
Na -0.2343 2.3671 -2.3138 -0.6031 0.1313 -0.1343 0.80
S 0.5513 0.6916 0.0740 -1.2565 -0.9904 0.4134 0.35
O 0.8506 -0.7131 -0.1125 0.5435 -0.3395 0.3684 -0.33
O -0.6866 1.0468 -0.5970 0.4315 0.6826 0.0541 -0.33
O 0.4455 1.0048 1.5490 1.4586 0.8448 0.0496 -0.42
O 1.6893 1.4658 -0.5437 1.2203 1.3798 -0.1766 -0.46
O -3.4132 2.1767 -0.8217 0.2913 0.3802 0.2646 -0.02
H -3.0539 2.4926 -1.6555 -0.2970 -0.1212 -0.0482 0.02
H -2.7763 1.5542 -0.4525 -0.2525 -0.1918 -0.2422 -0.01
O -0.2512 -2.8274 1.6317 0.4848 0.5013 -0.0870 -0.04
H -0.1654 -2.0266 1.0960 -0.2769 -0.3844 -0.0098 -0.02
H -0.1270 -3.5446 0.9960 -0.1322 -0.1078 0.2109 0.06
O 0.6286 -2.0522 -2.5650 0.5235 0.9002 -0.2027 -0.02
H 0.7362 -1.8463 -1.6281 -0.0661 -0.3236 -0.0094 -0.01
H 1.4891 -2.3480 -2.8868 -0.2506 -0.5327 0.0088 0.05
O 3.3469 -1.3581 0.9721 -0.5545 1.0636 0.2591 -0.04
H 2.4294 -1.2186 0.6654 0.1508 -0.4155 -0.1005 -0.02
H 3.2384 -1.7241 1.8553 0.3888 -0.6413 -0.1162 0.04
O -2.7283 -0.7766 -2.1476 0.1341 0.2402 0.1319 -0.02
H -1.8667 -0.8408 -1.7252 -0.0169 -0.1549 -0.0904 0.00
H -2.6187 -0.1484 -2.8685 -0.1716 -0.2043 -0.1224 0.03
O -2.2911 0.5777 2.5074 0.5254 0.2689 0.1537 -0.03
H -1.5625 0.7626 1.9025 -0.3948 0.0119 0.0363 -0.03
H -2.7360 1.4240 2.6443 -0.2338 -0.1892 -0.0745 0.06
```
Forces are in eV/Å.



# H12NaO6

H12NaO6 as an isolated structure (the ωB97M-V functional and the def2-TZVPD basis, OMol25).

Computed properties:
energy above the lowest of the compared OMol25 structures with the same formula, charge and spin: 20.1 kJ/mol
multiplicity: 1
charge: +1
calculated total energy: -16893.12034 eV

Structure (XYZ):
```
19
Properties=species:S:1:pos:R:3:forces:R:3:lowdin_charge:R:1
Na 1.7880 -7.8714 -7.0293 -0.0272 -0.0801 0.0484 0.52
O 4.8369 -5.8647 -6.3102 -0.1988 -0.3379 0.0029 -0.06
H 4.5613 -6.8004 -6.3585 0.1702 0.5337 0.0664 0.01
H 5.1183 -5.7310 -5.3971 0.1179 0.0112 -0.1338 0.06
O -0.7385 -8.3470 -6.3969 0.2245 0.1211 0.1332 -0.04
H -0.8182 -8.9533 -5.6513 -0.0773 0.0171 -0.0992 0.06
H -1.5130 -7.7747 -6.3284 0.0924 -0.0245 -0.0668 0.07
O 3.4013 -8.2548 -5.2265 0.0996 0.0056 0.1156 -0.04
H 4.1086 -8.8908 -5.0519 -0.1910 -0.0321 -0.0709 0.09
H 3.3162 -7.7469 -4.4087 -0.0291 -0.0692 -0.0942 0.08
O 3.6459 -7.5258 -8.6871 -0.3189 0.2444 0.0904 -0.03
H 4.4906 -7.7452 -9.0974 -0.0749 -0.0827 0.0737 0.08
H 3.3846 -6.6918 -9.1006 0.1748 -0.0715 -0.0116 0.07
O 2.0388 -5.3797 -6.3582 0.1246 -0.2612 -0.0322 -0.05
H 2.9823 -5.1495 -6.4584 -0.0790 -0.1850 0.0828 0.03
H 1.7624 -4.9486 -5.5419 -0.0925 0.0355 -0.1462 0.06
O 1.6068 -10.3413 -7.2180 -0.0318 0.0790 0.1228 -0.04
H 1.3685 -10.8142 -6.4120 0.0748 -0.0221 -0.0923 0.06
H 1.3130 -10.9169 -7.9347 0.0417 0.1186 0.0110 0.07
```
Forces are in eV/Å.



# H12NiO14S2

H12NiO14S2 as an isolated structure (the ωB97M-V functional and the def2-TZVPD basis, OMol25).

Computed properties:
multiplicity: 3
<S²>: 2.0034
charge: -2
calculated total energy: -91573.32741 eV

Structure (XYZ):
```
29
Properties=species:S:1:pos:R:3:forces:R:3:lowdin_spin:R:1
Ni 0.6004 0.5908 -0.1858 -0.7088 -2.7078 -0.0634 1.79
S -1.3723 -1.9720 -1.1801 -2.0181 -6.3555 1.8818 0.00
O -1.1960 -2.8976 -0.0259 -0.7902 0.8570 -1.8965 0.00
O -2.7678 -1.9539 -1.6879 0.1060 1.3654 0.6493 0.01
O -0.9071 -0.6834 -0.6557 0.5120 5.0239 0.5573 0.04
O -0.5549 -2.3445 -2.3049 2.4665 0.0074 -2.1880 0.00
S 1.3879 -1.5220 2.2765 -0.0517 -5.3121 2.9171 0.00
O 2.7796 -1.9244 2.0349 0.9828 0.8305 -1.1828 0.00
O 0.4924 -2.6677 2.1008 0.1538 0.2646 -0.8017 0.00
O 1.2430 -1.1299 3.6670 0.2164 1.8823 1.8369 0.01
O 0.9486 -0.3991 1.4506 -0.3411 3.5431 -2.2951 0.05
O -0.7210 1.7856 0.7221 0.0267 0.9715 0.4790 0.02
H -0.6116 2.6346 1.1504 0.2497 -0.0209 0.1686 0.00
H -1.6675 1.6899 0.6170 -0.6603 -0.6156 -0.4795 0.00
O 2.0526 2.1137 0.0816 0.1687 0.6720 -0.0194 0.02
H 2.1051 2.3932 0.9956 -0.0295 -0.3537 0.6009 0.00
H 2.8000 2.5360 -0.3418 0.2020 -0.1485 -0.2293 0.00
O -1.9015 -0.6979 2.4736 -1.0542 0.7903 0.4207 0.00
H -1.2514 -0.7191 1.7713 0.4332 -0.5321 -0.3211 0.00
H -1.5572 -1.2955 3.1374 0.5172 -0.2656 -0.1301 0.00
O 1.9521 -0.4636 -1.3331 0.6934 0.5782 -0.5074 0.02
H 2.7232 0.0122 -1.6419 0.2090 0.0704 0.1288 0.00
H 2.0704 -1.3536 -1.6651 -0.8222 -0.7587 0.2955 0.00
O -2.7716 1.1102 -1.1290 -1.0405 1.8687 -0.0099 0.00
H -2.1316 0.4061 -1.0245 0.7935 -1.4957 0.2160 0.00
H -2.8747 1.2022 -2.0762 -0.1403 -0.1688 -0.0584 0.00
O 0.2668 1.7398 -2.0507 0.0912 0.4642 -0.0254 0.02
H 0.0035 1.3580 -2.8881 -0.2968 -0.6876 -0.0507 0.00
H 0.8606 2.4521 -2.2880 0.1317 0.2332 0.1066 0.00
```
Forces are in eV/Å.